Record 1
# C120H148F18N22O30

A 20-piece molecular cluster, C120H148F18N22O30 overall (ωB97M-V/def2-TZVPD, OMol25).

Summary:
Molecular weight: 2720.59 Da
Orbital gap: 3.2 eV
Total charge: +4
LUMO energy: -7.678 eV

Element x y z (Å)
C  -1.2306  8.6100  -5.5359
N  -1.0142  7.8276  -4.2980
C  -0.5449  6.5737  -4.2762
C  -0.2918  5.8884  -3.0610
C  -0.5127  6.6342  -1.8660
C  -1.1680  7.8655  -1.9592
C  -1.4613  8.4539  -3.1546
C  -0.2803  6.0907  -0.4668
C  -1.4991  5.6471  0.2012
C  -1.3945  5.0293  1.4178
N  -0.2589  4.8403  2.0376
C  0.9063  5.3306  1.5053
C  0.8564  6.0692  0.3077
C  -0.2534  3.9284  3.2241
H  -0.8969  9.6067  -5.2322
H  -2.2853  8.6388  -5.8187
H  -0.5190  8.3396  -6.3798
H  -0.2497  6.0836  -5.1995
H  0.1336  4.8752  -3.0855
H  -1.4392  8.4525  -1.0484
H  -2.0571  9.3584  -3.1875
H  -2.4241  5.6940  -0.3546
H  -2.3034  4.5784  1.8935
H  1.8042  5.1330  2.0827
H  1.7595  6.2434  -0.2234
H  0.1496  2.9658  2.8055
H  -1.2791  3.8340  3.6277
H  0.5880  4.2904  3.8715
C  2.4242  -6.8902  4.4286
N  1.0800  -6.2527  4.3117
C  0.1336  -6.4808  5.2580
C  -1.1260  -5.8410  5.1281
C  -1.3019  -4.8248  4.2268
C  -0.2855  -4.5443  3.3639
C  0.8813  -5.2977  3.4035
C  -2.6155  -4.1855  3.9885
C  -3.6625  -5.0617  3.5494
C  -4.9288  -4.6435  3.4180
N  -5.1779  -3.3128  3.6667
C  -4.2584  -2.4885  4.0091
C  -2.9078  -2.8615  4.2282
C  -6.5591  -2.7759  3.4319
H  3.1096  -6.0881  4.7625
H  2.6744  -7.2959  3.4604
H  2.2282  -7.6661  5.1940
H  0.3940  -7.1977  5.9978
H  -1.8756  -6.2281  5.8079
H  -0.3880  -3.7444  2.6456
H  1.6846  -5.1009  2.6374
H  -3.3542  -6.0625  3.2867
H  -8.9383  -5.1563  10.1382
H  -4.5950  -1.4380  4.0268
H  -2.2030  -2.1587  4.6583
H  -6.4228  -2.2285  2.4902
H  -6.7458  -2.1919  4.3197
H  -7.2562  -3.6045  3.3395
C  5.1145  2.9031  -1.7905
N  5.0479  2.6477  -3.2394
C  6.0217  2.9490  -4.1029
C  5.7500  3.0271  -5.4467
C  4.5067  2.7612  -5.9707
C  3.5377  2.3392  -5.1212
C  3.8254  2.3354  -3.7549
C  4.0880  2.9960  -7.4162
C  5.0794  2.6686  -8.3822
C  4.7806  2.7734  -9.7335
N  3.5036  3.1210  -10.0765
C  2.6175  3.4915  -9.1644
C  2.8225  3.4467  -7.8346
C  2.9934  3.2290  -11.4595
H  6.1139  3.1374  -1.5175
H  4.7678  1.9863  -1.3090
H  4.5071  3.7882  -1.6220
H  7.0146  3.1067  -3.6423
H  6.5444  3.3454  -6.0754
H  2.4819  2.1551  -5.3583
H  3.0713  2.0970  -3.0144
H  6.1173  2.4189  -8.1317
H  5.4419  2.5829  -10.5295
H  1.5616  3.7319  -9.4326
H  2.0178  3.7758  -7.2096
H  3.0742  2.2891  -12.0018
H  3.5620  4.0201  -11.9861
H  1.9505  3.5543  -11.4348
C  -3.2699  -4.6752  -2.8812
N  -3.5967  -3.3870  -3.4675
C  -2.8280  -2.3040  -3.2418
C  -3.2269  -1.0733  -3.6112
C  -4.4097  -0.9376  -4.3576
C  -5.1526  -2.0797  -4.6541
C  -4.7296  -3.3145  -4.1235
C  -4.9104  0.3976  -4.8387
C  -5.6001  0.5748  -6.0924
C  -5.9310  1.9031  -6.4611
N  -5.4390  2.9972  -5.8073
C  -4.7618  2.7990  -4.6836
C  -4.5112  1.5438  -4.2165
C  -5.6049  4.3445  -6.4274
H  -2.3615  -5.0320  -3.4552
H  -4.0917  -5.3968  -3.0029
H  -3.0516  -4.3700  -1.8509
H  -1.8701  -2.4494  -2.7968
H  -2.7354  -0.1759  -3.3246
H  -6.0761  -1.9032  -5.2149
H  -5.3131  -4.1948  -4.2666
H  -5.9773  -0.2356  -6.7744
H  -6.4519  2.0814  -7.4061
H  -4.2733  3.7089  -4.2897
H  -4.0409  1.5257  -3.1739
H  -4.6085  4.7073  -6.6837
H  -6.0901  4.9838  -5.6956
H  -6.2732  4.2925  -7.2665
C  -4.5817  3.4366  0.7394
N  -3.3293  2.6444  0.4582
C  -2.9566  1.7749  1.4023
C  -1.8884  0.8756  1.2239
C  -1.3087  0.8358  -0.0186
C  -1.6209  1.8457  -0.9357
C  -2.6106  2.7303  -0.6783
C  -0.2535  -0.2002  -0.2646
C  1.0735  0.1348  -0.4523
C  2.0819  -0.8864  -0.5094
N  1.7648  -2.1477  -0.3180
C  0.4834  -2.4719  -0.1161
C  -0.5428  -1.5774  -0.0368
C  2.7291  -3.2790  -0.5791
H  -4.7890  3.3219  1.7820
H  -5.3308  3.0498  0.0488
H  -4.3520  4.5172  0.5987
H  -3.5051  1.9039  2.4442
H  -1.6582  0.2120  2.1036
H  -1.1017  1.9242  -1.8669
H  -2.8869  3.4570  -1.4514
H  1.4121  1.1754  -0.6865
H  3.0468  -0.6918  -0.9476
H  0.2580  -3.5557  -0.0632
H  -1.5682  -2.0261  0.0755
H  2.4405  -3.6334  -1.5184
H  2.4802  -4.0714  0.1228
H  3.7400  -2.9186  -0.4465
C  -6.0893  1.3922  7.6301
N  -4.6475  1.2620  7.4082
C  -4.0385  2.0835  6.5095
C  -2.7260  1.9196  6.2027
C  -2.0213  0.9045  6.8857
C  -2.6290  0.0525  7.8241
C  -3.9818  0.3056  8.0832
C  -0.5724  0.6211  6.4849
C  0.3200  0.1227  7.4676
C  1.5925  -0.1999  7.0676
N  2.0018  -0.0221  5.7851
C  1.1259  0.4245  4.8690
C  -0.1435  0.7175  5.1635
C  3.2146  -0.6712  5.3576
H  -6.4798  1.7452  6.6814
H  -6.2770  2.0925  8.4399
H  -6.5039  0.4268  7.9102
H  -4.6805  2.8539  6.0934
H  -2.3449  2.6353  5.3889
H  -2.0152  -0.7379  8.1847
H  -4.5428  -0.2756  8.8033
H  -0.0040  0.0482  8.4523
H  2.3189  -0.5094  7.8034
H  1.5638  0.5951  3.8465
H  -0.8297  0.9758  4.3629
H  3.5802  -0.0767  4.5445
H  2.8974  -1.6665  5.0804
H  3.9503  -0.6334  6.1616
C  5.3388  -1.7882  1.6559
N  5.8873  -0.5795  2.3785
C  6.0225  0.5422  1.6871
C  6.6706  1.5934  2.2751
C  7.1759  1.4619  3.5571
C  6.9559  0.2470  4.2577
C  6.2389  -0.7364  3.6456
C  7.7233  2.5743  4.3762
C  8.9046  2.3655  5.1057
C  9.3230  3.3710  5.9440
N  8.6672  4.4887  6.0950
C  7.4108  4.6466  5.5440
C  6.9375  3.6960  4.6464
C  9.1548  5.5054  7.0115
H  5.9472  -2.6233  1.9608
H  5.3276  -1.5301  0.5808
H  4.3446  -1.8466  2.0964
H  5.8418  0.5047  0.6410
H  6.7778  2.5270  1.7112
H  7.2296  0.1897  5.3328
H  5.9525  -1.6228  4.1494
H  9.4956  1.4413  5.1099
H  10.2445  3.2993  6.4846
H  6.8137  5.5339  5.7159
H  5.9744  3.8903  4.2287
H  10.2403  5.4273  7.0811
H  8.5802  5.4092  7.9125
H  8.9767  6.3856  6.4206
C  -0.1559  -8.6051  -3.1533
N  1.2000  -8.1933  -2.8820
C  1.6093  -8.1438  -1.6046
C  2.8544  -7.6615  -1.2336
C  3.6805  -7.1583  -2.2366
C  3.1775  -7.1280  -3.5973
C  1.9594  -7.6702  -3.8779
C  5.1086  -6.8093  -1.9779
C  5.4780  -6.0895  -0.9220
C  6.8099  -5.5916  -0.8366
N  7.7735  -6.0020  -1.6780
C  7.4308  -6.8798  -2.6953
C  6.1609  -7.2458  -2.8506
C  9.2002  -5.5285  -1.6296
H  -0.5360  -8.0524  -4.0096
H  -0.7417  -8.4037  -2.2497
H  -0.2286  -9.6397  -3.3269
H  0.9493  -8.5907  -0.8761
H  3.1225  -7.8506  -0.2082
H  3.7439  -6.6239  -4.3661
H  1.5445  -7.8518  -4.8702
H  4.6834  -5.6650  -0.2666
H  6.9674  -4.8721  -0.0256
H  8.1202  -7.3418  -3.3578
H  5.8578  -7.9477  -3.6226
H  9.3334  -4.9301  -0.7410
H  9.4272  -5.0717  -2.5911
H  9.8117  -6.4040  -1.3540
C  -3.7497  4.9621  3.9370
O  -2.6541  5.5492  4.6202
O  -3.5263  3.7250  3.7072
C  -5.1121  5.0591  4.8456
F  -5.9157  6.0720  4.5588
F  -5.9706  3.9476  4.7356
F  -4.7549  5.0579  6.1524
C  -2.6781  6.9370  4.5836
C  -3.0816  7.6149  5.9193
H  -2.5905  8.5678  6.1390
H  -4.1606  7.7380  6.0979
H  -2.7135  6.9372  6.6678
H  -3.2880  7.2497  3.7385
H  -1.6431  7.1766  4.3390
H  -3.9359  5.6796  3.0673
C  -8.0419  -3.7473  8.9931
O  -8.3018  -2.8461  7.9890
O  -9.1182  -4.5757  9.3764
C  -6.8173  -4.5884  8.5403
F  -6.0391  -4.1028  7.5787
F  -6.0644  -4.7505  9.7416
F  -7.0850  -5.7990  8.0930
C  -9.7384  -2.6054  7.6782
C  -10.1690  -3.7770  6.8336
H  -11.2814  -3.8064  6.7995
H  -9.7483  -3.7153  5.8199
H  -9.9047  -4.7294  7.2491
H  -9.7349  -1.6650  7.0731
H  -10.2600  -2.4307  8.6246
H  -7.6020  -3.2583  9.8550
C  -0.2687  3.4375  -5.7765
O  0.3733  2.2289  -5.4786
O  0.5754  4.3849  -6.2026
C  -1.3909  3.0423  -6.9568
F  -0.8806  2.6493  -8.1487
F  -2.2128  2.0278  -6.5913
F  -2.1945  4.1012  -7.1152
C  -0.3177  1.4064  -4.5693
C  -0.1808  -0.0754  -5.0006
H  -1.0335  -0.4312  -5.5307
H  0.7902  -0.3131  -5.4494
H  -0.2960  -0.5754  -4.0121
H  -1.3490  1.6731  -4.4952
H  0.1047  1.5854  -3.6120
H  -0.8510  3.7913  -4.8462
C  6.1815  -0.7180  -2.0566
O  6.3419  -2.0466  -2.4442
O  5.1941  -0.4684  -1.1914
C  7.5679  -0.2217  -1.4377
F  7.5138  1.0951  -1.0343
F  7.9021  -0.9507  -0.3642
F  8.6099  -0.3388  -2.3080
C  5.3001  -2.4203  -3.3306
C  5.7415  -3.6799  -4.0323
H  5.7527  -4.4896  -3.2916
H  4.9200  -4.0002  -4.7375
H  6.6912  -3.5770  -4.5905
H  5.2130  -1.5626  -4.0344
H  4.3454  -2.5253  -2.8013
H  6.1395  -0.1135  -3.0011
C  -5.1018  5.4818  -2.4236
O  -6.0790  4.5574  -2.8216
O  -3.9739  4.9399  -2.0606
C  -4.8899  6.6413  -3.3942
F  -6.0669  6.8663  -4.0713
F  -4.5565  7.7790  -2.7279
F  -4.0335  6.5243  -4.4141
C  -7.4328  4.8250  -2.5364
C  -8.1630  3.6158  -3.0446
H  -9.2726  3.6215  -2.8598
H  -8.0290  3.6387  -4.1588
H  -7.6960  2.6963  -2.6578
H  -7.8344  5.7356  -3.0227
H  -7.6470  5.0971  -1.4978
H  -5.6673  5.9646  -1.6192
C  -0.1084  -4.2727  -4.9243
O  -0.3969  -5.8015  -4.9182
O  -1.1944  -3.5868  -4.8736
C  0.8034  -4.0064  -3.7383
F  1.9384  -4.7991  -3.5787
F  1.2376  -2.7212  -3.6512
F  0.1241  -4.1443  -2.6008
C  -0.6988  -6.1698  -6.2091
C  -1.4509  -7.4997  -6.3157
H  -0.9336  -8.3652  -5.8563
H  -2.4898  -7.5045  -5.9246
H  -1.5336  -7.8018  -7.3406
H  0.2080  -6.2365  -6.8313
H  -1.3721  -5.4316  -6.6366
H  0.6199  -4.0736  -5.8203
N  -0.0995  -2.9183  6.4095
O  -0.0674  -2.3176  5.2788
O  0.8824  -3.5182  6.8458
O  -1.1881  -2.8988  7.0296
N  -0.6350  -6.1137  0.2140
O  -1.0065  -7.0076  -0.5566
O  -1.3612  -5.6912  1.1248
O  0.5828  -5.6705  0.0920
N  -4.2312  -1.4368  0.1137
O  -4.0157  -2.4053  -0.6344
O  -4.7046  -0.3200  -0.2513
O  -3.9633  -1.6063  1.3350
N  4.3312  -4.8201  2.2623
O  5.5123  -4.8495  1.8593
O  4.0106  -4.2005  3.2614
O  3.4576  -5.5195  1.6638
N  3.7439  2.5913  3.1636
O  4.0704  1.4102  3.5259
O  4.6180  3.3599  2.7609
O  2.5501  2.8980  3.2896
N  2.3344  3.8215  -1.1256
O  2.5131  4.5974  -2.0829
O  1.4578  2.9207  -1.2421
O  2.9627  3.8778  -0.0679

=====

Record 2
# CF3MgNO4S3Sn

CF3MgNO4S3Sn as an isolated structure (ωB97M-V/def2-TZVPD, OMol25).

Summary:
Molecular weight: 386.23 Da
ΔE to the lowest compared entry with this formula, charge and spin: 56.28 kJ/mol
Orbital gap: 7.3 eV
LUMO energy: -1.390 eV

Element x y z (Å)
Sn  1.7685  -1.2073  1.0491
N  0.1207  -0.7244  1.8045
S  -0.8987  0.1187  1.1298
O  -0.6910  0.7958  -0.2333
C  -2.2326  -1.0077  0.4629
F  -2.6964  -1.8025  1.4152
F  -1.6755  -1.7383  -0.5104
F  -3.2410  -0.3149  -0.0488
Mg  0.6808  0.5190  -1.5359
S  3.6600  0.3171  -0.8463
O  2.1424  -0.3082  -0.5273
S  2.8317  2.3130  -1.5034
O  1.7290  1.7887  -2.5783
O  -1.4979  1.2508  1.9223

=====

- What is the formula in the second record?
  CF3MgNO4S3Sn

=====

- Among the records above, which one has the highest molecular weight?
  C120H148F18N22O30

=====

- Which of these has the lowest molecular weight?
  CF3MgNO4S3Sn

=====

- Which of these has the lowest molecular weight?
  CF3MgNO4S3Sn